Molecular formula: C22H15ClF2N2O3S
Method: DFT, wB97M-V/def2-TZVPD

* Kohn-Sham gap: 6.59 eV
* calculated total energy: -2240.6197 Eh
* charge: 0

Each line ends with the Löwdin charge.
CARTESIAN COORDINATES (ANGSTROEM)
Cl1 3.17 -0.06 2.92  0.73
C1 2.08 -1.29 2.42  -0.63
C2 2.36 -2.64 2.66  -0.08
C3 1.40 -3.58 2.24  -0.04
C4 0.32 -3.18 1.46  -0.01
N1 0.08 -1.84 1.22  -0.03
C5 -1.13 -1.39 0.67  -0.09
C6 -1.94 -0.65 1.55  -0.40
C7 -3.39 -1.05 1.75  -0.15
C8 -4.30 -0.03 2.02  -0.03
C9 -5.62 -0.33 2.37  -0.08
C10 -6.04 -1.66 2.47  -0.09
C11 -5.10 -2.69 2.29  -0.09
C12 -3.79 -2.40 1.90  -0.03
O1 -1.47 0.24 2.29  0.00
C13 0.95 -0.90 1.74  -0.05
H1 3.27 -2.92 3.19  0.11
H2 1.48 -4.63 2.50  0.11
H3 -0.44 -3.86 1.06  0.14
H4 -1.54 -1.85 -0.21  0.11
H5 -3.95 1.02 2.00  0.12
H6 -6.30 0.49 2.59  0.10
H7 -7.08 -1.92 2.73  0.10
H8 -5.34 -3.73 2.48  0.10
H9 -3.04 -3.19 1.76  0.10
H10 0.73 0.15 1.53  0.13
F1 -0.54 1.61 -6.82  0.00
C14 0.40 1.23 -5.89  -0.58
F2 1.44 2.12 -5.95  0.01
S1 -0.40 1.22 -4.20  1.05
N2 0.95 1.65 -3.18  -0.25
C15 1.57 2.95 -3.25  -0.39
O2 1.35 3.90 -3.96  0.13
C16 2.56 2.88 -2.16  -0.12
C17 2.33 1.79 -1.34  -0.07
C18 3.17 1.58 -0.25  0.00
C19 4.19 2.51 0.00  -0.05
C20 4.42 3.59 -0.86  -0.05
C21 3.61 3.76 -1.99  0.01
C22 1.21 0.97 -1.95  -0.36
O3 0.63 -0.03 -1.54  0.09
H11 0.84 0.25 -6.07  0.12
H12 3.04 0.70 0.37  0.06
H13 4.85 2.38 0.86  0.10
H14 5.25 4.28 -0.70  0.11
H15 3.73 4.53 -2.75  0.13